P:
Formula: C4H5NO
Source: the Open Molecules 2025 dataset
Level of theory: ωB97M-V/def2-TZVPD

Atoms and positions in Å:
C 0.1674 -1.1521 -0.3814
C -0.5204 -0.3287 -1.1579
C 0.5550 -0.2291 1.0042
C -0.7170 0.9860 -0.4749
N 1.1603 -0.7271 1.9471
O -0.0503 0.9341 0.7990
H 0.8307 -1.9835 -0.6354
H -0.7407 -0.4316 -2.2170
H -0.1539 1.6390 -1.0615
H -1.6930 1.4202 -0.5040
H 1.1621 -0.1271 2.6819

Its multiplicity is 3. As for the gap between HOMO and LUMO (alpha / beta): 6.66 / 7.68 eV. The highest occupied orbital energy (alpha / beta) is -5.7 / -10.2 eV. As for the LUMO energy (alpha / beta): 0.95 / -2.53 eV. As for the expectation value of S²: 2.010.

---

Q:
Formula: C4H5NO
Source: the Open Molecules 2025 dataset
Level of theory: ωB97M-V/def2-TZVPD

Atoms and positions in Å:
C 1.2990 -1.1933 -0.3154
C 0.0064 -0.8039 -0.2975
C 2.2001 -0.1749 0.0817
C -1.5544 0.9994 0.1776
N 2.9122 0.6855 0.3404
O -0.2207 0.5796 -0.0767
H 1.6936 -2.2545 -0.3937
H -0.7820 -1.4902 -0.3041
H -2.2540 0.5815 -0.4895
H -1.4887 2.1347 -0.0711
H -1.8116 0.9362 1.3483

Its multiplicity is 3. As for the gap between HOMO and LUMO (alpha / beta): 6.90 / 8.80 eV. The highest occupied orbital energy (alpha / beta) is -6.0 / -11.4 eV. As for the LUMO energy (alpha / beta): 0.87 / -2.62 eV. As for the expectation value of S²: 2.017.

---

Least stable structure: P

---

P:
Formula: C4H12NO2
Source: the Open Molecules 2025 dataset
Level of theory: ωB97M-V/def2-TZVPD

Atoms and positions in Å:
O 1.3389 -0.9029 -2.1912
C 1.7927 -0.1364 -1.3821
C 0.9528 0.4324 -0.2644
N -0.2522 -0.4541 -0.1943
C -0.0645 -1.5997 0.7522
C 0.6034 1.8610 -0.7009
H 2.8188 0.2306 -1.5318
H 1.4724 0.4753 0.6921
H -0.9942 0.1331 0.1762
H -0.3611 -0.8891 -1.1122
H -0.0839 -2.5221 0.2069
H -0.8498 -1.5567 1.4828
H 0.9489 -1.8234 1.0818
H 1.1822 2.2311 -1.5473
H 0.6179 2.6452 0.0520
H -0.4126 1.8306 -1.1218
H -3.5111 -0.2362 1.4332
H -2.6122 0.4270 2.4724
O -2.5863 -0.1457 1.6962

As for the gap between HOMO and LUMO: 11.65 eV. The highest occupied orbital energy is -14.8 eV. As for the LUMO energy: -3.20 eV. As for the charge: +1.

---

Q:
Formula: C4H12NO2
Source: the Open Molecules 2025 dataset
Level of theory: ωB97M-V/def2-TZVPD

Atoms and positions in Å:
O 0.0413 -0.1685 -0.2317
C -0.8767 -0.3679 0.6441
C -1.4333 -1.6081 0.9176
C -0.9739 -2.6980 -0.0297
C 0.3650 -3.3697 0.3783
N 2.0207 4.6727 -0.3144
H -1.1522 0.4652 1.3348
H -2.3962 -1.7119 1.4625
H -0.8930 -2.3576 -1.0907
H -1.8099 -3.3932 0.0366
H 0.1971 -3.7818 1.3915
H 0.6968 -4.1608 -0.3078
H 1.1601 -2.6235 0.4756
H 1.7127 5.6231 -0.4363
H 2.5365 4.5079 0.4853
H 1.2211 4.0375 -0.2519
H -0.2329 1.5379 -1.2198
H -0.1436 2.8683 -2.0505
O -0.0396 2.5285 -1.1934

As for the gap between HOMO and LUMO: 1.70 eV. The highest occupied orbital energy is -11.4 eV. As for the LUMO energy: -9.72 eV. As for the charge: +1.

---

Least stable structure: Q

---

P:
Formula: C6H7F
Source: the Open Molecules 2025 dataset
Level of theory: ωB97M-V/def2-TZVPD

Atoms and positions in Å:
C -1.7062 -1.1179 0.6870
C -1.4635 -0.9031 -0.6000
C -0.0947 -0.4017 -0.9907
C 0.7813 0.5448 -0.1001
C 1.1329 1.8468 0.4127
C 1.0870 -0.9484 -0.1674
F 1.6584 -2.1360 0.0396
H -2.5559 -1.5147 1.2100
H -0.8867 -0.6768 1.3030
H -2.0407 -1.1377 -1.5305
H 0.1855 -0.4773 -2.1221
H 2.0353 1.7134 1.1403
H 0.2621 2.5140 0.8629
H 1.6052 2.6947 -0.1446

As for the gap between HOMO and LUMO: 9.27 eV. Its SMILES is C=C[C@H]1C(C)=C1F. The highest occupied orbital energy is -8.4 eV. As for the LUMO energy: 0.89 eV.

---

Q:
Formula: C6H7F
Source: the Open Molecules 2025 dataset
Level of theory: ωB97M-V/def2-TZVPD

Atoms and positions in Å:
C 1.3002 -0.2428 0.8951
C 0.5568 0.0643 -0.3520
F 1.5758 0.3612 -1.3644
C -0.3433 -1.0888 -0.7947
C -1.5190 -0.5405 -0.4283
C -1.4642 0.8617 -0.0301
C -0.1455 1.3541 -0.2752
H 0.6820 -1.0780 1.5832
H 1.6895 0.7475 1.5302
H 2.3951 -0.8692 0.6808
H -0.1147 -2.2026 -0.8411
H -2.3866 -1.4566 -0.2279
H -2.3101 1.6493 -0.0892
H 0.0839 2.4404 -0.2863

As for the gap between HOMO and LUMO: 9.08 eV. Its SMILES is CC1(F)C=CC=C1. The highest occupied orbital energy is -8.9 eV. As for the LUMO energy: 0.17 eV.

---

Least stable structure: P

---

P:
Formula: C10H13O3
Source: the Open Molecules 2025 dataset
Level of theory: ωB97M-V/def2-TZVPD

Atoms and positions in Å:
C 0.6377 0.8816 -2.5418
C -0.8739 1.0579 -2.5140
C 0.8552 -0.6647 -2.5822
O 0.0859 -1.4241 -3.1442
O 2.0541 -0.9569 -2.1193
H 0.9374 1.2068 -3.5566
H 1.2641 1.4803 -1.8934
H -1.3261 1.7268 -1.7503
H -1.5096 0.1352 -2.7138
H -1.1954 1.5416 -3.4549
C -2.1725 -0.7081 2.7503
C 0.3125 -1.4461 2.1660
C -0.8552 -0.6272 2.0774
C 1.5316 -1.1015 1.6379
C 1.5737 0.1000 0.9472
C -0.6690 0.6061 1.4440
C 0.5438 1.0514 0.9550
O 2.5697 0.1538 0.0491
H 0.2588 -2.3924 2.6767
H 2.2611 -1.8940 1.5149
H -2.3782 -1.2026 3.7812
H -2.9655 -1.0941 2.1320
H -1.4358 1.4037 1.6022
H 2.5190 -0.2013 -1.0627
H 0.5490 2.0251 0.5080
H -2.5724 0.3423 3.0912

As for the gap between HOMO and LUMO: 7.65 eV. The highest occupied orbital energy is -4.3 eV. As for the LUMO energy: 3.37 eV. As for the charge: -1.

---

Q:
Formula: C10H13O3
Source: the Open Molecules 2025 dataset
Level of theory: ωB97M-V/def2-TZVPD

Atoms and positions in Å:
C -3.0670 0.1229 1.1462
C -2.8534 -0.7632 2.3680
C -2.1337 1.3220 1.1803
O -1.6602 1.7606 2.2000
O -1.7936 1.8857 0.0082
H -2.6629 -0.2873 0.1924
H -4.0936 0.1906 0.7897
H -2.8559 -0.0735 3.2063
H -1.9224 -1.3004 2.3498
H -3.7673 -1.3302 2.5528
C 4.0059 -0.0074 -0.2468
C 0.6543 -1.4859 -1.2192
C -0.1473 -0.3514 -1.5894
C 1.9807 -1.3507 -0.8712
C 2.6182 -0.0893 -0.8229
C 0.5532 0.8684 -1.6864
C 1.9243 0.9402 -1.4392
O -1.4352 -0.3998 -1.6596
H 0.0701 -2.3928 -1.2699
H 2.5445 -2.2408 -0.5982
H 0.1242 1.7794 -2.0750
H -1.5973 1.1927 -0.6718
H 4.2738 -0.9061 0.2865
H 4.0373 0.7793 0.5167
H 2.4092 1.8797 -1.6864
H 4.7941 0.2573 -0.9608

As for the gap between HOMO and LUMO: 6.86 eV. The highest occupied orbital energy is -3.2 eV. As for the LUMO energy: 3.64 eV. As for the charge: -1.

---

Least stable structure: P

---

P:
Formula: C5H4N
Source: the Open Molecules 2025 dataset
Level of theory: ωB97M-V/def2-TZVPD

Atoms and positions in Å:
C -1.7262 0.4209 0.1832
C 1.0122 -0.6736 -0.0222
C 0.8442 0.9026 -0.2459
C -0.4932 0.8356 -0.3520
C -0.4264 -0.7030 -0.2556
N -1.6922 -0.9390 -0.1701
H -2.1466 0.8900 1.0495
H 1.7934 -1.1542 -0.6040
H 1.2022 -1.2515 0.9323
H 1.6325 1.6722 -0.5153

As for the gap between HOMO and LUMO: 9.71 eV. The highest occupied orbital energy is -16.0 eV. As for the LUMO energy: -6.27 eV. As for the charge: +1.

---

Q:
Formula: C5H4N
Source: the Open Molecules 2025 dataset
Level of theory: ωB97M-V/def2-TZVPD

Atoms and positions in Å:
C -1.0446 -0.5466 0.6589
C -1.3210 0.2666 -0.4470
C 0.2650 -0.7025 0.9556
C 1.4509 -0.3677 0.5963
C 0.8849 0.5684 -0.6902
N -0.3011 0.8150 -1.1029
H -1.8458 -1.0008 1.2187
H -2.3312 0.4523 -0.7767
H 2.4941 -0.4662 0.7758
H 1.7488 0.9815 -1.1886

As for the gap between HOMO and LUMO (alpha / beta): 8.59 / 8.59 eV. The highest occupied orbital energy (alpha / beta) is -15.7 / -15.7 eV. As for the LUMO energy (alpha / beta): -7.08 / -7.08 eV. As for the charge: +1.

---

Least stable structure: P

---

P:
Formula: C5H4N
Source: the Open Molecules 2025 dataset
Level of theory: ωB97M-V/def2-TZVPD

Atoms and positions in Å:
C -0.2553 -0.5125 -2.1500
C 0.5124 0.5073 0.5479
C -0.9425 -0.0294 0.4325
C -0.8308 -0.3527 -0.8647
C 0.5825 0.4096 -0.9644
N 0.5524 0.7167 -2.1941
H 0.0524 -1.5132 -2.7078
H 0.5791 1.5670 0.6791
H 1.0878 -0.1270 1.1913
H -1.8574 -0.1800 1.1365

As for the gap between HOMO and LUMO: 9.92 eV. The highest occupied orbital energy is -15.7 eV. As for the LUMO energy: -5.81 eV. As for the charge: +1.

---

Q:
Formula: C5H4N
Source: the Open Molecules 2025 dataset
Level of theory: ωB97M-V/def2-TZVPD

Atoms and positions in Å:
C -1.3161 -1.6702 0.3573
C -0.2205 -1.0929 0.1643
C 1.0604 -0.3907 -0.3304
N 0.6568 0.9375 0.1537
C 0.7128 2.3919 -0.0524
C -0.5163 1.5897 0.2105
H -2.3953 -1.5504 0.1788
H 2.0192 -0.9417 -0.0047
H 1.2044 -0.3459 -1.4280
H -1.2055 1.0728 0.7509

As for the gap between HOMO and LUMO: 7.88 eV. Its SMILES is C#CC[N+]1=C=C1. The highest occupied orbital energy is -15.3 eV. As for the LUMO energy: -7.45 eV. As for the charge: +1.

---

Least stable structure: Q